The following is a quantum chemistry calculation of an isolated molecule of C4H6NP in a non-equilibrium geometry, from the Open Molecules 2025 dataset.

Energy relative to the best compared isomer or geometry (same formula, charge and spin), kJ/mol: 277.9
Energy, eV: -15020.2642
Lowest unoccupied orbital energy, hartree: 0.0238
SMILES: C1=P2=C1CCN2

Element x y z (Å)
P1 0.900 1.207 -0.952
N1 0.980 0.842 0.730
C1 -0.671 -1.015 -0.003
C2 -0.885 1.387 -1.429
C3 -0.580 0.115 -1.258
C4 0.507 -0.562 0.934
H1 1.410 -1.262 0.662
H2 -0.422 -2.090 -0.439
H3 -1.673 -0.954 0.429
H4 1.859 0.890 1.164
H5 0.255 -0.667 1.996
H6 -1.681 2.108 -1.835